(1)
Computed, not measured: a structure of composition C48H42CaCl5N4O6P, with wB97M-V/def2-TZVPD.

Each line ends with the Löwdin charge.
Atoms and positions in Å:
Ca 0.17 0.28 -0.42  1.164
Cl -2.22 2.31 1.98  0.630
C -0.65 2.00 2.72  -0.715
C 0.31 1.36 1.96  -0.233
C 1.49 1.12 2.63  -0.688
Cl 2.81 0.36 1.74  0.666
C 1.73 1.46 3.96  -0.705
Cl 3.24 1.11 4.74  0.633
C 0.73 2.11 4.67  -0.716
Cl 0.97 2.55 6.33  0.625
C -0.48 2.40 4.04  -0.724
Cl -1.72 3.24 4.92  0.629
N -8.11 0.42 -7.42  0.130
C -7.25 0.40 -6.66  -0.200
C -6.18 0.38 -5.71  -0.247
C -6.41 -0.06 -4.40  -0.023
C -5.37 -0.09 -3.50  -0.006
C -4.09 0.33 -3.87  -0.191
C -3.87 0.77 -5.17  -0.008
C -4.90 0.79 -6.09  -0.024
C -2.98 0.31 -2.88  -0.058
C -2.57 1.55 -2.40  -0.266
C -3.14 2.82 -2.75  -0.043
C -2.41 3.76 -2.07  -0.078
C -1.42 3.04 -1.35  -0.188
N -1.52 1.74 -1.53  -0.009
C -2.48 -0.97 -2.56  -0.281
C -2.92 -2.19 -3.15  -0.050
C -2.19 -3.19 -2.55  -0.081
C -1.34 -2.55 -1.63  -0.186
N -1.50 -1.23 -1.63  -0.005
H -7.40 -0.38 -4.11  0.115
H -5.53 -0.43 -2.48  0.131
H -2.88 1.10 -5.45  0.130
H -4.73 1.13 -7.10  0.114
H -3.98 2.98 -3.40  0.097
H -2.54 4.83 -2.09  0.082
H -0.64 3.45 -0.71  0.091
H -3.68 -2.30 -3.91  0.096
H -2.25 -4.26 -2.74  0.084
H -0.62 -3.01 -0.97  0.089
O -2.15 -1.71 1.71  0.008
C -1.24 -2.47 2.46  -0.339
C 0.21 -2.28 1.93  -0.615
O 1.12 -2.83 2.55  0.035
O 0.32 -1.61 0.87  -0.220
C -1.66 -3.94 2.33  -0.122
C -2.88 -4.32 2.87  -0.020
C -3.35 -5.61 2.71  -0.096
C -2.61 -6.55 1.99  -0.118
C -1.39 -6.17 1.45  -0.088
C -0.92 -4.88 1.62  -0.010
C -1.29 -2.01 3.90  -0.136
C -1.92 -0.82 4.24  -0.013
C -1.92 -0.38 5.56  -0.094
C -1.29 -1.11 6.55  -0.108
C -0.66 -2.31 6.21  -0.089
C -0.67 -2.76 4.90  -0.025
H -1.68 -1.48 0.89  0.058
H -3.46 -3.59 3.41  0.122
H -4.31 -5.89 3.13  0.091
H -2.98 -7.56 1.86  0.087
H -0.80 -6.89 0.89  0.095
H 0.04 -4.60 1.20  0.111
H -2.40 -0.24 3.47  0.094
H -2.40 0.56 5.80  0.075
H -1.28 -0.76 7.57  0.090
H -0.16 -2.89 6.98  0.091
H -0.16 -3.67 4.63  0.116
C 4.39 -0.64 -1.66  -0.142
O 3.72 -1.65 -2.42  -0.329
P 2.17 -1.99 -2.03  0.825
O 2.34 -3.41 -1.26  -0.330
C 3.10 -3.36 -0.05  -0.134
O 1.70 -2.68 -3.43  -0.319
C 0.93 -1.89 -4.33  -0.147
H 5.25 -0.33 -2.24  0.081
H 4.73 -1.04 -0.70  0.064
H 3.73 0.22 -1.48  0.045
H 2.96 -4.32 0.44  0.085
H 2.75 -2.59 0.62  0.047
H 4.16 -3.23 -0.29  0.072
H 0.48 -2.58 -5.05  0.082
H 1.57 -1.18 -4.86  0.078
H 0.14 -1.35 -3.82  0.051
C 4.35 5.31 0.26  -0.128
N 2.99 4.86 0.31  -0.273
C 2.03 5.82 -0.18  -0.111
C 2.71 3.47 -0.02  -0.184
C 2.56 3.05 -1.48  -0.267
C 3.17 3.77 -2.49  -0.083
C 3.03 3.39 -3.82  -0.132
C 2.26 2.28 -4.13  -0.135
C 1.67 1.57 -3.09  -0.194
C 1.79 1.89 -1.73  -0.181
H 4.46 6.21 0.87  0.072
H 4.73 5.56 -0.75  0.062
H 5.00 4.54 0.67  0.082
H 2.14 6.77 0.36  0.073
H 1.02 5.45 -0.01  0.080
H 2.12 6.04 -1.26  0.074
H 1.77 3.19 0.49  0.089
H 3.48 2.87 0.46  0.092
H 3.76 4.65 -2.26  0.071
H 3.51 3.97 -4.61  0.079
H 2.12 1.98 -5.16  0.079
H 1.06 0.71 -3.38  0.048

Computed properties:
- Max |F|: 0.436 eV/Å
- Gap between HOMO and LUMO: 6.28 eV
- DFT total energy: -159048.127 eV
- Total charge: -2

(2)
Computed, not measured: a structure of composition C48H42CsFN8O5S, with wB97M-V/def2-TZVPD.

Each line ends with the Löwdin charge.
Atoms and positions in Å:
Cs 0.58 0.15 -0.13  1.023
O -5.24 1.17 -0.40  -0.002
C -4.01 1.16 -0.53  -0.485
N -3.06 1.62 0.30  0.133
C -3.45 2.33 1.39  -0.487
O -4.32 3.19 1.49  0.031
C -2.61 2.03 2.63  -0.211
C -3.13 2.36 3.87  -0.015
C -2.38 2.07 5.01  -0.076
C -1.13 1.49 4.85  -0.065
C -0.69 1.22 3.56  -0.144
N -1.41 1.47 2.48  0.115
C -3.49 0.35 -1.72  -0.188
C -4.34 0.25 -2.83  -0.023
C -3.95 -0.49 -3.92  -0.086
C -2.72 -1.14 -3.88  -0.076
C -1.94 -1.00 -2.74  -0.141
N -2.31 -0.27 -1.69  0.090
H -4.11 2.82 3.92  0.107
H -2.78 2.28 5.99  0.097
H -0.52 1.24 5.71  0.099
H 0.28 0.76 3.39  0.104
H -5.29 0.76 -2.78  0.105
H -4.59 -0.57 -4.79  0.094
H -2.36 -1.73 -4.71  0.093
H -0.97 -1.47 -2.69  0.088
C 4.26 1.05 -7.65  -0.051
C 4.49 -0.33 -7.05  -0.323
C 4.18 -1.40 -8.09  -0.163
C 4.41 -2.79 -7.53  -0.144
C 3.62 -2.97 -6.26  -0.152
C 3.22 -4.22 -5.85  0.027
C 2.51 -4.37 -4.67  -0.266
F 2.15 -5.62 -4.31  0.045
C 2.17 -3.30 -3.89  0.073
C 2.56 -2.02 -4.30  -0.030
C 2.16 -0.87 -3.43  -0.309
O 1.43 -1.08 -2.48  -0.147
C 2.74 0.40 -3.83  -0.013
C 3.44 0.47 -4.98  0.007
N 3.67 -0.56 -5.85  0.009
C 3.29 -1.84 -5.48  -0.086
C 2.64 1.73 -3.03  -0.668
O 3.31 2.66 -3.50  -0.057
O 1.91 1.71 -2.02  -0.204
H 4.77 1.11 -8.61  0.076
H 4.65 1.85 -7.02  0.075
H 3.20 1.23 -7.80  0.097
H 5.55 -0.43 -6.79  0.153
H 4.80 -1.22 -8.97  0.113
H 3.13 -1.29 -8.40  0.132
H 5.48 -2.92 -7.33  0.121
H 4.13 -3.55 -8.26  0.113
H 3.46 -5.10 -6.44  0.121
H 1.64 -3.41 -2.96  0.127
H 3.84 1.44 -5.23  0.114
C 0.94 -3.86 5.21  -0.090
C 0.57 -2.37 5.24  -0.207
C -0.86 -2.11 4.86  -0.195
C -1.84 -2.02 5.83  -0.074
C -3.16 -1.74 5.50  -0.111
C -3.49 -1.55 4.16  -0.052
C -2.53 -1.65 3.16  -0.169
C -2.93 -1.41 1.72  -0.204
C -3.26 -2.70 0.97  -0.070
C -1.20 -1.94 3.51  -0.215
N -0.18 -1.95 2.56  0.090
C 0.12 -3.04 1.96  -0.150
C 1.19 -3.28 1.05  -0.384
C 1.39 -4.51 0.39  -0.104
C 2.55 -4.37 -0.36  -0.152
C 2.98 -3.04 -0.12  -0.246
N 2.18 -2.39 0.72  -0.026
H 1.97 -4.01 5.54  0.064
H 0.85 -4.26 4.20  0.059
H 0.28 -4.43 5.86  0.068
H 1.23 -1.83 4.56  0.107
H 0.74 -1.99 6.25  0.100
H -1.57 -2.14 6.88  0.100
H -3.92 -1.65 6.26  0.086
H -4.51 -1.30 3.89  0.111
H -2.14 -0.87 1.20  0.061
H -3.80 -0.75 1.70  0.105
H -2.38 -3.34 0.89  0.058
H -3.60 -2.47 -0.04  0.063
H -4.04 -3.26 1.48  0.070
H -0.49 -3.94 2.16  0.126
H 0.76 -5.39 0.48  0.080
H 3.02 -5.10 -1.00  0.067
H 3.85 -2.55 -0.55  0.085
N -0.82 4.03 0.69  0.127
C 0.45 4.04 1.19  -0.672
N 1.27 3.06 1.11  0.063
C 2.52 3.38 1.59  -0.309
C 3.62 2.54 1.59  -0.002
C 4.82 3.00 2.10  -0.096
C 4.93 4.29 2.64  -0.120
C 3.83 5.14 2.65  -0.116
C 2.64 4.68 2.12  -0.483
S 1.11 5.51 1.93  1.035
H -1.17 3.11 0.44  0.067
H -1.50 4.59 1.17  0.092
H 3.53 1.55 1.14  0.113
H 5.69 2.36 2.09  0.096
H 5.88 4.63 3.04  0.087
H 3.92 6.14 3.05  0.096

Computed properties:
- Max |F|: 0.883 eV/Å
- Gap between HOMO and LUMO: 5.82 eV
- DFT total energy: -86722.909 eV
- Total charge: -2

(3)
Computed, not measured: a structure of composition C48H43AsCl2CrN5OS3 at a distorted geometry, with wB97M-V/def2-TZVPD.

Each line ends with the Löwdin charge.
Atoms and positions in Å:
Cr -0.63 -0.18 -0.02  0.670
N -0.40 -1.43 1.50  -0.357
S -1.00 -2.10 2.64  0.780
N -0.25 -1.83 4.08  -0.343
S -0.32 -0.40 4.70  0.874
N -0.43 0.86 3.82  -0.342
S 0.57 1.40 2.57  0.794
N 0.18 1.21 1.19  -0.355
C 2.17 0.77 3.06  -0.312
C 2.99 1.44 3.96  -0.059
C 4.19 0.85 4.34  -0.058
C 4.56 -0.39 3.83  -0.063
C 3.73 -1.04 2.92  -0.060
C 2.53 -0.46 2.53  -0.092
C 0.61 3.13 2.98  -0.311
C 0.83 3.99 1.91  -0.048
C 0.93 5.35 2.15  -0.048
C 0.82 5.83 3.45  -0.058
C 0.59 4.97 4.51  -0.060
C 0.49 3.61 4.28  -0.087
C -1.76 -0.29 5.74  -0.313
C -2.02 -1.40 6.54  -0.062
C -3.17 -1.40 7.31  -0.053
C -4.04 -0.31 7.27  -0.053
C -3.75 0.79 6.48  -0.050
C -2.60 0.81 5.70  -0.055
C 1.02 -0.41 5.86  -0.313
C 1.08 0.65 6.76  -0.063
C 2.06 0.64 7.73  -0.048
C 2.97 -0.42 7.79  -0.050
C 2.89 -1.46 6.88  -0.051
C 1.90 -1.47 5.90  -0.057
C -0.89 -3.87 2.63  -0.307
C -1.17 -4.65 3.74  -0.084
C -1.14 -6.03 3.62  -0.056
C -0.84 -6.61 2.39  -0.056
C -0.53 -5.82 1.29  -0.049
C -0.54 -4.44 1.41  -0.060
C -2.73 -1.69 2.92  -0.305
C -3.64 -2.52 3.56  -0.053
C -4.94 -2.08 3.74  -0.055
C -5.33 -0.83 3.28  -0.057
C -4.42 -0.01 2.62  -0.047
C -3.12 -0.45 2.43  -0.084
H 2.72 2.41 4.35  0.109
H 4.83 1.36 5.05  0.115
H 5.49 -0.84 4.13  0.113
H 4.02 -2.00 2.52  0.116
H 1.88 -0.94 1.82  0.086
H 0.89 3.57 0.91  0.087
H 1.09 6.03 1.33  0.115
H 0.90 6.90 3.63  0.112
H 0.50 5.35 5.52  0.111
H 0.29 2.92 5.09  0.082
H -1.33 -2.23 6.55  0.115
H -3.40 -2.26 7.93  0.115
H -4.94 -0.32 7.86  0.114
H -4.42 1.63 6.46  0.116
H -2.35 1.65 5.06  0.111
H 0.35 1.45 6.71  0.110
H 2.12 1.46 8.44  0.116
H 3.73 -0.42 8.56  0.115
H 3.59 -2.28 6.94  0.117
H 1.82 -2.27 5.19  0.111
H -1.39 -4.18 4.69  0.101
H -1.33 -6.65 4.48  0.113
H -0.85 -7.69 2.29  0.113
H -0.29 -6.28 0.35  0.115
H -0.29 -3.79 0.58  0.104
H -3.35 -3.51 3.89  0.100
H -5.66 -2.72 4.24  0.114
H -6.34 -0.49 3.43  0.113
H -4.72 0.96 2.25  0.119
H -2.40 0.17 1.89  0.081
Cl -0.10 1.60 -4.58  0.723
C -0.86 0.13 -4.09  -0.574
C -1.28 -0.79 -5.06  -0.113
C -1.93 -1.94 -4.72  -0.612
Cl -2.46 -3.04 -5.95  0.697
C -2.19 -2.24 -3.36  -0.169
C -2.91 -3.35 -2.88  0.000
C -3.14 -3.47 -1.54  -0.031
C -2.59 -2.54 -0.65  -0.113
N -1.84 -1.53 -1.05  0.025
C -1.69 -1.34 -2.39  -0.130
C -1.04 -0.11 -2.73  -0.399
O -0.69 0.69 -1.77  -0.248
H -1.08 -0.58 -6.10  0.110
H -3.30 -4.08 -3.58  0.099
H -3.72 -4.30 -1.14  0.111
H -2.75 -2.64 0.41  0.095
C 3.07 3.64 -1.83  -0.339
As 2.28 1.90 -1.32  1.083
C 3.76 1.44 -0.09  -0.338
C 3.04 0.88 -2.83  -0.337
H 4.06 3.50 -2.26  0.022
H 3.16 4.27 -0.95  0.008
H 2.43 4.14 -2.56  0.013
H 4.72 1.71 -0.53  0.023
H 3.75 0.37 0.11  0.010
H 3.66 1.96 0.87  0.006
H 4.11 0.77 -2.71  0.019
H 2.84 1.41 -3.76  0.000
H 2.58 -0.11 -2.89  0.013

Computed properties:
- ⟨S²⟩: 6.014
- Multiplicity: 5
- Max |F|: 1.084 eV/Å
- Gap between HOMO and LUMO (spin up / spin down): 6.43 / 6.65 eV
- DFT total energy: -206772.447 eV
- Total charge: +1

(4)
Computed, not measured: a structure of composition C48H44BrClN8NaO4 at a distorted geometry, with wB97M-V/def2-TZVPD.

Each line ends with the Löwdin charge.
Atoms and positions in Å:
Na 3.18 0.74 2.25  0.365
Br -0.98 6.94 2.15  0.642
C 0.31 5.55 2.41  -0.716
C 1.59 5.70 1.86  -0.145
C 2.51 4.70 2.03  -0.017
C 2.23 3.50 2.78  -0.391
O 3.11 2.61 2.94  -0.094
C 0.89 3.39 3.31  -0.158
C 0.43 2.19 3.94  -0.118
N 1.16 1.17 4.17  0.119
C 0.71 0.06 4.84  -0.208
C -0.17 0.12 5.91  -0.028
C -0.57 -1.05 6.59  -0.096
C -0.11 -2.28 6.21  -0.062
C 0.81 -2.38 5.14  -0.162
C 1.36 -3.61 4.72  -0.026
C 2.28 -3.64 3.71  -0.062
C 2.66 -2.42 3.11  -0.138
N 2.15 -1.26 3.46  0.133
C 1.24 -1.21 4.46  -0.145
C -0.04 4.43 3.11  -0.132
H 1.84 6.59 1.31  0.092
H 3.50 4.78 1.60  0.109
H -0.64 2.16 4.18  0.122
H -0.52 1.08 6.25  0.103
H -1.26 -0.96 7.42  0.097
H -0.44 -3.18 6.71  0.103
H 1.03 -4.53 5.20  0.111
H 2.72 -4.56 3.37  0.101
H 3.40 -2.39 2.33  0.102
H -1.04 4.33 3.52  0.100
C -0.05 -3.58 -6.75  -0.105
O 0.86 -4.19 -5.87  -0.093
C 2.02 -3.52 -5.60  -0.291
C 2.88 -4.12 -4.68  -0.009
C 4.05 -3.49 -4.30  -0.015
C 4.44 -2.28 -4.89  -0.309
C 3.59 -1.72 -5.85  -0.045
C 2.38 -2.31 -6.17  -0.031
N 5.75 -1.83 -4.74  0.034
N 6.35 -1.63 -3.65  0.046
C 5.79 -1.31 -2.42  -0.258
C 6.49 -1.78 -1.31  -0.046
C 6.10 -1.54 -0.02  -0.027
C 5.00 -0.70 0.30  -0.370
O 4.63 -0.47 1.48  -0.095
C 4.35 -0.06 -0.85  -0.132
N 3.46 0.90 -0.55  0.136
C 2.88 1.55 -1.54  -0.151
C 3.18 1.33 -2.89  -0.055
C 4.10 0.37 -3.21  -0.015
C 4.71 -0.40 -2.19  -0.082
H -0.86 -4.28 -6.89  0.088
H 0.42 -3.37 -7.72  0.088
H -0.45 -2.64 -6.34  0.096
H 2.60 -5.07 -4.26  0.116
H 4.71 -3.96 -3.58  0.115
H 3.88 -0.79 -6.32  0.108
H 1.74 -1.82 -6.89  0.097
H 7.36 -2.41 -1.50  0.105
H 6.64 -1.98 0.82  0.102
H 2.17 2.32 -1.26  0.084
H 2.71 1.92 -3.66  0.098
H 4.40 0.22 -4.23  0.087
C -6.16 0.47 1.74  -0.043
C -5.83 1.16 0.41  -0.517
C -6.54 0.40 -0.72  -0.041
C -6.39 2.59 0.47  -0.044
C -4.29 1.13 0.16  -0.412
O -3.90 -0.22 0.35  -0.029
C -3.84 1.65 -1.23  -0.092
C -3.65 0.57 -2.30  -0.110
C -2.62 -0.40 -1.80  -0.259
C -2.96 -1.72 -1.50  -0.056
C -2.10 -2.53 -0.79  -0.093
C -0.87 -2.03 -0.37  -0.666
Cl 0.11 -2.94 0.71  0.717
C -0.46 -0.77 -0.77  -0.112
C -1.34 0.04 -1.48  -0.037
C -3.55 1.97 1.24  -0.041
N -2.11 1.80 1.14  -0.096
C -1.31 0.78 1.51  -0.144
N -0.06 1.04 1.16  0.104
C -0.15 2.26 0.59  -0.209
N -1.36 2.74 0.52  0.127
H -7.24 0.33 1.82  0.084
H -5.85 1.07 2.60  0.077
H -5.68 -0.50 1.81  0.087
H -7.59 0.26 -0.47  0.084
H -6.08 -0.59 -0.84  0.085
H -6.48 0.94 -1.66  0.083
H -7.47 2.53 0.57  0.087
H -6.16 3.17 -0.43  0.080
H -6.01 3.13 1.34  0.082
H -2.99 -0.33 0.04  0.044
H -2.87 2.12 -1.10  0.089
H -4.51 2.44 -1.58  0.116
H -3.32 1.07 -3.22  0.123
H -4.58 0.05 -2.53  0.099
H -3.94 -2.09 -1.77  0.120
H -2.38 -3.54 -0.50  0.106
H 0.51 -0.40 -0.47  0.094
H -1.03 1.05 -1.74  0.123
H -3.87 1.64 2.22  0.128
H -3.74 3.03 1.12  0.135
H -1.66 -0.10 2.02  0.150
H 0.71 2.80 0.23  0.106

Computed properties:
- Max |F|: 1.290 eV/Å
- Gap between HOMO and LUMO: 6.11 eV
- DFT total energy: -157584.732 eV
- Total charge: -1